Record 1
{"formula": "C14H37Cl2N3O13V", "method": "the ωB97M-V functional and the def2-TZVPD basis", "homo_ha": [-0.3176, -0.3177], "multiplicity": 2, "gap_ev": [7.41, 7.82], "e_above_lowest_kj_mol": 135.5, "e_lumo_ha": [-0.045, -0.030], "species": ["O", "V", "Cl", "O", "O", "O", "O", "Cl", "O", "O", "O", "O", "C", "O", "C", "C", "N", "C", "C", "O", "C", "H", "H", "H", "H", "H", "H", "H", "H", "H", "H", "H", "H", "H", "H", "H", "C", "C", "C", "O", "C", "N", "H", "H", "H", "H", "H", "H", "H", "H", "H", "H", "H", "C", "C", "C", "O", "C", "N", "H", "H", "H", "H", "H", "H", "H", "H", "H", "H", "H"], "coordinates": [[-0.0065, -0.3005, -0.8304], [-1.3205, -0.4671, 0.0091], [2.1897, -2.5444, -2.8124], [2.5026, -1.4800, -1.8866], [0.8274, -2.3691, -3.2816], [2.9982, -2.4279, -3.9937], [2.3095, -3.8255, -2.1778], [-0.8800, 1.6315, 3.1028], [-0.3396, 1.1648, 4.3237], [-0.2185, 2.7844, 2.5886], [-0.7111, 0.5503, 2.1277], [-2.2886, 1.9123, 3.1975], [1.7049, -1.6322, 1.6509], [0.5057, -1.9257, 0.9476], [0.2542, -3.2985, 0.7662], [-0.9290, -3.5093, -0.1306], [-2.0513, -2.5635, 0.1966], [-3.1368, -2.7570, -0.7786], [-2.9328, -2.1685, -2.1501], [-2.2004, -0.9703, -1.9585], [-2.2813, -0.0881, -3.0831], [1.5841, -1.7017, 2.7342], [1.8839, -0.5736, 1.4622], [2.5463, -2.2083, 1.2686], [0.0634, -3.7801, 1.7383], [1.1517, -3.7680, 0.3541], [-1.2087, -4.5588, -0.0251], [-0.5668, -3.3187, -1.1468], [-2.4231, -3.0351, 1.0204], [-4.0683, -2.3434, -0.3730], [-3.4724, -3.7909, -0.9267], [-3.8838, -2.1318, -2.6866], [-2.3767, -2.9019, -2.7456], [-3.3154, 0.1779, -3.3029], [-1.7680, -0.5679, -3.9180], [-1.7185, 0.8132, -2.8611], [-4.9212, 2.1318, 0.9602], [-3.7743, 1.5494, 0.1107], [-2.6386, 2.5333, -0.0444], [-1.5721, 1.7967, -0.6579], [-0.5868, 2.6190, -1.2398], [-3.3092, 0.2891, 0.7550], [-5.1522, 3.1480, 0.6331], [-4.6684, 2.1868, 2.0200], [-5.8501, 1.5677, 0.8591], [-4.1957, 1.3384, -0.8745], [-2.2559, 2.8860, 0.9171], [-2.9468, 3.3542, -0.6933], [-1.0050, 3.0686, -2.1537], [0.2238, 2.0050, -1.6206], [-0.2264, 3.4520, -0.6365], [-3.0840, 0.5913, 1.7133], [-4.1951, -0.2012, 0.8627], [3.6558, 3.1724, 0.5925], [3.7535, 1.7756, -0.0257], [4.3969, 0.7542, 0.8832], [5.7145, 1.1375, 1.2002], [6.3062, 0.2310, 2.0972], [2.4410, 1.3277, -0.5426], [3.1217, 3.0593, 1.5435], [2.9258, 3.7661, 0.0388], [4.6548, 3.5689, 0.7391], [4.3726, 1.8236, -0.9356], [4.3754, -0.2255, 0.3913], [3.7826, 0.7245, 1.7962], [7.3299, 0.5362, 2.3046], [6.2635, -0.8230, 1.8100], [5.7811, 0.3104, 3.0602], [2.2545, 2.0548, -1.2252], [2.6044, 0.4634, -1.0577]], "forces_ev_per_a": [[-1.959, 0.195, 1.030], [2.683, 1.173, -1.461], [-0.711, 0.969, -1.715], [0.260, -0.201, 0.457], [-0.960, -0.104, 0.678], [0.807, -0.393, 0.496], [0.253, -0.262, 0.401], [0.401, 0.327, -0.518], [-0.012, 0.192, 0.403], [0.239, 0.173, 0.157], [-0.224, -1.402, -1.377], [-0.770, -0.223, 0.183], [-0.074, 1.103, -0.028], [-0.603, -0.526, 0.237], [0.556, -0.125, 1.191], [1.124, 0.503, -0.942], [0.302, -1.595, -0.426], [-2.227, -0.077, -0.108], [1.050, -1.436, 0.294], [-1.157, 0.408, 0.117], [0.867, 0.154, -0.282], [-0.093, -0.503, 0.006], [0.114, -0.051, -0.178], [-0.073, -0.163, 0.002], [0.024, 0.109, 0.136], [-0.171, -0.153, -0.280], [-0.407, 0.083, -0.207], [-0.365, 0.006, -0.111], [-0.021, 0.979, 0.528], [0.329, 0.473, 0.302], [0.741, -0.275, 0.192], [-0.146, 0.910, 0.251], [0.597, 0.465, -0.109], [-0.047, -0.184, -0.017], [-0.275, -0.063, -0.129], [-0.058, -0.077, 0.214], [0.082, 0.481, -0.245], [-0.976, 0.653, 0.594], [0.472, -0.672, 0.174], [-0.364, -0.568, 0.559], [0.268, 0.476, -1.654], [-0.362, 0.694, 0.010], [0.006, 0.006, -0.005], [0.192, -0.034, -0.054], [0.118, -0.190, -0.070], [0.299, -0.315, -0.094], [-0.307, 0.264, -0.014], [0.049, 0.085, 0.047], [-0.246, 0.107, 0.154], [0.054, -0.185, 0.595], [-0.023, -0.408, 0.555], [0.188, -0.156, 0.036], [0.379, -0.642, -0.002], [-0.960, -1.293, 0.479], [0.543, 0.336, -1.378], [-0.686, 0.207, 0.180], [0.193, -0.262, -0.430], [-0.286, 0.390, 1.069], [0.434, 0.183, 0.807], [0.404, 0.029, 0.265], [0.661, 0.415, -0.438], [-0.196, 0.473, -0.076], [0.547, 0.258, 0.388], [0.047, -0.099, 0.080], [0.094, -0.263, 0.131], [0.074, -0.019, -0.360], [0.037, 0.075, -0.450], [-0.024, -0.155, 0.053], [-0.387, -0.303, -0.189], [-0.317, 0.024, -0.102]], "lowdin_spin": [-0.240, 1.186, 0.000, -0.001, 0.000, 0.000, 0.000, 0.001, 0.001, 0.000, 0.011, 0.000, 0.002, 0.019, 0.001, 0.001, 0.006, 0.000, 0.001, 0.004, 0.000, 0.000, 0.000, 0.001, 0.000, 0.000, 0.000, 0.000, 0.002, 0.000, 0.000, 0.000, 0.000, 0.000, 0.000, 0.000, 0.000, 0.000, 0.000, 0.006, 0.000, 0.002, 0.000, 0.000, 0.000, 0.000, 0.000, 0.000, 0.000, 0.000, 0.000, 0.000, 0.000, 0.000, 0.000, 0.000, 0.000, 0.000, -0.002, 0.000, 0.000, 0.000, 0.000, 0.000, 0.000, 0.000, 0.000, 0.000, 0.000, 0.000]}

***

Record 2
{"formula": "C14H37CoF2N3O4PS", "method": "the ωB97M-V functional and the def2-TZVPD basis", "homo_ha": [-0.5173, -0.5173], "multiplicity": 1, "gap_ev": [7.30, 7.30], "e_above_lowest_kj_mol": 39.6, "e_lumo_ha": [-0.249, -0.249], "total_charge": 2, "species": ["Co", "N", "C", "C", "N", "C", "C", "N", "H", "H", "H", "H", "H", "H", "H", "H", "H", "H", "H", "H", "H", "C", "O", "P", "O", "C", "O", "C", "H", "H", "H", "H", "H", "H", "H", "H", "H", "C", "C", "C", "S", "O", "C", "C", "C", "H", "H", "H", "H", "H", "H", "H", "H", "H", "H", "H", "H", "H", "H", "F", "C", "F", "H"], "coordinates": [[-0.5481, 1.3087, 1.2061], [0.0386, 3.1763, 1.4480], [-0.2054, 3.3992, 2.9004], [-1.6525, 3.0341, 3.1623], [-1.9180, 1.6621, 2.6371], [-1.8536, 0.5391, 3.6291], [-0.6406, -0.3304, 3.3530], [-0.6264, -0.5848, 1.8887], [1.0246, 3.3100, 1.2367], [-0.4527, 3.8806, 0.9007], [0.0027, 4.4303, 3.1854], [0.4823, 2.7525, 3.4491], [-2.3014, 3.7259, 2.6219], [-1.9156, 3.1093, 4.2167], [-2.8659, 1.6538, 2.2741], [-2.7508, -0.0651, 3.4881], [-1.8753, 0.9144, 4.6508], [-0.6869, -1.2523, 3.9324], [0.2921, 0.1783, 3.6100], [-1.4635, -1.0842, 1.5911], [0.1503, -1.1763, 1.6039], [2.8632, -1.2973, 0.7283], [2.4555, -0.2505, -0.1667], [1.5669, 0.9858, 0.2204], [2.3357, 1.6447, 1.4726], [3.7600, 1.9527, 1.4222], [1.8224, 1.9763, -0.9701], [2.0681, 1.5629, -2.3500], [3.8741, -1.5782, 0.4480], [2.2045, -2.1516, 0.5911], [2.8584, -0.9587, 1.7665], [4.1117, 1.9637, 2.4485], [3.8977, 2.9282, 0.9620], [4.2936, 1.1971, 0.8505], [1.3784, 0.7680, -2.6226], [3.0943, 1.2181, -2.4376], [1.9113, 2.4497, -2.9536], [0.3032, -1.4915, -4.5191], [-1.2000, -1.5726, -4.2698], [-1.6965, -0.6950, -3.1245], [-1.2374, -1.1407, -1.4323], [0.2594, -1.1079, -1.2894], [-1.8085, -2.8761, -1.4282], [-0.7189, -3.9070, -1.7150], [0.0929, -4.2553, -0.4752], [0.5889, -2.1528, -5.3362], [0.8787, -1.7661, -3.6361], [0.5901, -0.4778, -4.8089], [-1.5130, -2.6073, -4.1170], [-1.7313, -1.2386, -5.1639], [-2.7894, -0.6546, -3.0865], [-1.3471, 0.3345, -3.2353], [-2.6208, -2.9164, -2.1553], [-2.2525, -3.0541, -0.4459], [-0.0626, -3.5499, -2.5087], [-1.2082, -4.8062, -2.0928], [0.6007, -3.3705, -0.0921], [0.8498, -5.0062, -0.6982], [-0.5509, -4.6593, 0.3098], [-2.8305, 1.0568, -0.0624], [-1.8075, 1.9455, -0.0236], [-1.2774, 2.0644, -1.2516], [-2.2406, 2.9120, 0.2633]], "forces_ev_per_a": [[1.005, 0.274, 0.838], [-0.224, 0.116, -0.025], [-0.013, -0.017, -0.064], [-0.013, -0.021, 0.010], [-0.050, 0.013, -0.002], [-0.038, -0.041, -0.103], [-0.007, 0.013, -0.040], [-0.247, -0.082, -0.350], [0.010, -0.073, 0.082], [-0.045, -0.019, 0.011], [-0.010, 0.002, 0.017], [0.000, 0.017, 0.016], [-0.017, -0.010, 0.014], [0.061, -0.010, 0.025], [0.027, 0.044, -0.086], [-0.026, 0.021, 0.049], [0.091, 0.015, 0.007], [0.009, -0.015, -0.002], [-0.004, 0.002, 0.030], [-0.036, 0.036, 0.031], [0.005, 0.010, -0.015], [-0.110, -0.058, -0.011], [0.139, 0.099, 0.104], [-0.174, 0.159, -0.162], [-0.044, 0.015, -0.047], [0.025, -0.016, 0.007], [-0.059, -0.065, -0.045], [0.013, 0.000, -0.001], [0.004, -0.001, 0.001], [-0.022, -0.022, -0.008], [0.012, 0.012, -0.011], [0.002, 0.005, 0.002], [-0.003, -0.003, -0.005], [-0.003, -0.005, 0.007], [0.002, 0.000, 0.005], [0.000, 0.002, 0.008], [-0.012, 0.000, -0.004], [-0.014, 0.012, -0.019], [-0.002, 0.035, -0.008], [0.105, 0.002, -0.028], [-0.624, -0.227, -0.150], [0.200, 0.049, 0.140], [0.071, -0.024, -0.068], [-0.019, 0.010, -0.014], [-0.004, -0.049, 0.016], [-0.008, 0.007, 0.002], [0.007, -0.011, 0.004], [-0.005, 0.000, 0.019], [0.022, -0.002, 0.021], [-0.004, -0.013, -0.005], [0.008, -0.025, 0.012], [0.019, 0.002, 0.013], [0.004, 0.003, 0.015], [0.026, 0.031, 0.012], [0.018, -0.003, 0.012], [-0.002, 0.000, -0.017], [0.007, 0.030, 0.015], [-0.001, 0.008, 0.000], [0.010, -0.003, -0.007], [0.013, 0.025, 0.074], [-0.258, -0.135, -0.391], [0.071, -0.120, 0.040], [0.116, 0.002, 0.031]], "nbo_charge": [0.740, -0.766, -0.253, -0.244, -0.623, -0.245, -0.254, -0.832, 0.432, 0.406, 0.248, 0.218, 0.224, 0.242, 0.423, 0.229, 0.241, 0.247, 0.211, 0.418, 0.422, -0.261, -0.813, 1.926, -0.875, -0.265, -0.853, -0.249, 0.232, 0.205, 0.181, 0.218, 0.208, 0.204, 0.213, 0.208, 0.216, -0.620, -0.417, -0.595, 1.197, -1.036, -0.598, -0.423, -0.596, 0.234, 0.216, 0.204, 0.210, 0.234, 0.245, 0.236, 0.249, 0.220, 0.224, 0.234, 0.183, 0.235, 0.204, -0.338, 0.520, -0.323, 0.121]}